# 1
C30H40BeBrN3OSb2 as an isolated structure, computed with ωB97M-V/def2-TZVPD.

XYZ file:
```
78
Properties=species:S:1:pos:R:3
Be -0.8788 -0.4570 0.9915
Br 3.3931 1.2561 6.5993
C 1.9075 0.9468 5.3684
C 0.7768 0.2803 5.8911
C -0.2662 -0.1782 5.0123
C -0.2054 0.1236 3.6736
C 0.8580 0.9269 3.2099
C 1.8993 1.2816 4.0426
N -1.1877 -0.2953 2.7442
C -2.3102 -0.8208 3.0722
C -3.0388 -1.4621 1.9973
C -4.2249 -2.1955 2.0994
C -4.7094 -2.7119 0.8832
C -3.9826 -2.5200 -0.2836
C -2.8094 -1.8170 -0.3164
N -2.3203 -1.3110 0.8129
H 0.7009 -0.0574 6.9270
H -1.0749 -0.7994 5.4168
H 0.9236 1.1709 2.0941
H 2.7057 1.7506 3.4872
H -2.7807 -0.6516 3.9840
H -4.7420 -2.2503 3.0361
H -5.5706 -3.3564 1.0155
H -4.2103 -2.9868 -1.2145
H -2.3308 -1.7010 -1.2573
C 0.7212 -1.8428 -5.1125
Sb 0.0672 -0.6794 -3.4704
C -0.9444 1.0180 -4.3976
C 1.9155 0.4233 -3.3046
C 3.1006 -0.3603 -2.7400
C 4.0036 -0.9562 -3.6844
C 5.1966 -1.5647 -3.2795
C 5.4352 -1.6843 -1.8958
C 4.5210 -1.1312 -1.0193
C 3.3616 -0.4347 -1.3273
C 2.3368 0.0307 -0.3211
Sb 1.2546 -1.5702 0.6308
C 1.3485 -3.3083 -0.4841
C 2.5875 -2.0893 2.1883
H 1.3050 -1.1371 -5.8084
H -0.1243 -2.3845 -5.5000
H 1.4480 -2.6286 -4.7548
H -0.3121 1.9069 -4.4220
H -1.7840 1.2173 -3.7885
H -1.1404 0.6972 -5.4269
H 1.7309 1.2833 -2.6471
H 2.1544 0.8276 -4.3112
H 3.8090 -0.9655 -4.7076
H 5.8658 -1.8881 -4.0847
H 6.3244 -2.1536 -1.4866
H 4.6719 -1.2991 0.0847
H 1.4369 0.5391 -0.7573
H 2.6981 0.6659 0.4820
H 2.3598 -3.5733 -0.8053
H 0.5875 -3.2565 -1.2515
H 1.0154 -4.0839 0.2533
H 2.4860 -1.5295 3.0579
H 3.6361 -1.9580 1.8646
H 2.4215 -3.1633 2.3275
O -0.9974 0.8907 0.1392
C -0.8837 2.1408 0.2515
C -0.5648 2.8885 -0.9557
C -1.9405 3.6475 -1.2120
C -3.2245 2.9253 -0.7279
C -3.6512 3.0855 0.7074
C -2.7723 2.3701 1.7159
N -1.4114 2.8098 1.2757
H -0.3387 2.1900 -1.7846
H 0.1707 3.6661 -0.8567
H -2.1123 3.7386 -2.3018
H -1.8328 4.6654 -0.8401
H -3.1242 1.8951 -1.0213
H -4.0947 3.2799 -1.2935
H -4.6784 2.7423 0.8077
H -3.6713 4.0890 1.1615
H -2.7850 1.2218 1.6124
H -2.9225 2.8110 2.6906
H -1.1828 3.8106 1.2446
```

Properties
Energy above the lowest of the compared OMol25 structures with the same formula, charge and spin = 48.48 kcal per mole
Gap between HOMO and LUMO = 0.2018 Ha
Lowest unoccupied orbital energy = -0.2641 Eh
Maximum force = 3.053 eV Å⁻¹
HOMO energy = -0.466 Eh
Electronic energy = -4475.42890 hartree
Charge = +2

Atom charges from the Löwdin analysis, given in e for atoms 1 to 6: Be -0.024; Br 0.756; C -0.615; C -0.065; C 0.010; C -0.264


# 2
A single C7H13NO molecule, computed with ωB97M-V/def2-TZVPD.

XYZ file:
```
22
Properties=species:S:1:pos:R:3
C -1.0406 0.8704 1.0860
C 1.9323 -0.3979 0.7770
C 0.8750 -0.4281 -1.5214
C 0.0851 1.2551 0.2020
C 0.7153 -0.0154 -0.0606
N 0.1962 2.4124 -0.4964
C -1.5133 -1.5445 0.2497
C -0.6636 -0.6611 0.9317
O -2.3897 -0.9575 -0.6665
H -2.8862 -1.6504 -1.1116
H -0.6167 2.9904 -0.6561
H 0.9626 2.5176 -1.1427
H -1.8046 -2.5014 0.6684
H -1.1107 1.3363 2.0790
H -2.0040 0.9928 0.5720
H -0.2196 -1.1199 1.8083
H 2.0490 -1.4859 0.7941
H 2.8404 0.0343 0.3438
H 1.8410 -0.0343 1.8007
H 1.6324 0.1756 -2.0304
H -0.0733 -0.3195 -2.0476
H 1.1928 -1.4689 -1.5795
```

Properties
Energy above the lowest of the compared OMol25 structures with the same formula, charge and spin = 103.33 kcal per mole
Gap between HOMO and LUMO (spin up / spin down) = 0.2291 / 0.2655 Ha
Lowest unoccupied orbital energy (spin up / spin down) = 0.0306 / 0.0295 Eh
Maximum force = 2.154 eV Å⁻¹
HOMO energy (spin up / spin down) = -0.199 / -0.236 Eh
Electronic energy = -404.36279 hartree

Atom charges from the Löwdin analysis, given in e for atoms 1 to 6: C -0.082; C -0.061; C -0.045; C -0.338; C -0.401; N 0.122


# 3
A 2-piece molecular cluster, C16H27BF9N3O8P2S overall, computed with ωB97M-V/def2-TZVPD.

XYZ file:
```
67
Properties=species:S:1:pos:R:3
C 1.2113 -3.2108 -1.4178
C 1.6899 -1.8792 -0.8202
C 1.1856 -0.7024 -1.6979
F -0.0340 -1.0816 -2.2474
C 1.2173 0.7077 -1.0834
C -0.1163 1.4253 -0.8595
P -1.3886 1.3209 -2.2622
N -1.9638 2.7377 -2.6529
N -0.6631 1.2569 0.5426
C -1.9159 2.0229 0.7328
O -1.7426 3.3375 0.3117
O -2.6572 4.1254 1.0028
C -0.9175 -0.2398 0.6723
C -2.1209 -0.6861 1.5145
O -3.2892 -0.7995 0.7469
C -1.8461 -2.1299 2.0883
F -2.8736 -2.8965 1.8915
F -0.8235 -2.7265 1.5040
F -1.6971 -2.0865 3.4053
C 0.3256 1.7900 1.5578
P 0.1611 1.0220 3.2630
S -1.1750 1.9256 4.3705
C 1.7942 1.8240 1.0000
C 2.8295 2.1360 2.0762
O 3.6904 3.1955 1.5824
C 4.8077 3.3229 2.3044
F 4.6123 3.2448 3.6100
F 5.2984 4.5191 2.0521
F 5.7377 2.4477 1.9702
N 2.1030 0.6930 0.1323
C 3.4724 0.8975 -0.3889
H 0.2125 -3.4276 -1.0449
H 1.9095 -3.9841 -1.0963
H 1.1928 -3.1678 -2.5034
H 2.7830 -1.8554 -0.8869
H 1.4520 -1.7868 0.2406
H 1.8945 -0.7236 -2.5329
H 1.7795 1.3614 -1.7655
H 0.1195 2.4951 -0.9097
H -2.3769 0.3703 -1.9172
H -0.6666 0.8126 -3.3609
H -2.9732 2.6785 -2.5221
H -2.7639 1.5892 0.1890
H -2.2173 2.0416 1.7881
H -2.9059 4.7732 0.3241
H -1.0791 -0.7088 -0.3037
H 0.0240 -0.6693 1.0101
H -2.2956 -0.0849 2.4151
H -3.9348 -0.1663 1.0835
H 0.1173 2.8490 1.7337
H -0.0900 -0.3691 3.2035
H 1.3781 1.0995 3.9780
H 1.8306 2.7330 0.3609
H 2.3836 2.5625 2.9743
H 3.4431 1.2649 2.3194
H 3.6694 1.9607 -0.5934
H 3.6499 0.3544 -1.3160
H 4.2283 0.5618 0.3236
B -3.5203 -3.6612 -2.0870
O -4.0019 -4.5290 -3.1941
C -2.9523 -4.9758 -3.8706
O -2.9951 -5.6996 -4.8269
C -1.6959 -4.4158 -3.2372
O -0.5604 -4.6015 -3.5886
O -2.0376 -3.6566 -2.2055
F -3.9006 -4.1824 -0.8513
F -4.0123 -2.3553 -2.2310
```

Properties
Gap between HOMO and LUMO = 0.2902 Ha
Lowest unoccupied orbital energy = -0.0265 Eh
Maximum force = 2.366 eV Å⁻¹
HOMO energy = -0.317 Eh
Electronic energy = -3396.56822 hartree

Atom charges from the Löwdin analysis, given in e for atoms 1 to 6: C -0.069; C -0.183; C -0.285; F -0.052; C -0.227; C -0.265